Entry from the Open Molecules 2025 dataset: a cluster of 2 separate species, C3H3Cl in total in a non-equilibrium geometry (ωB97M-V/def2-TZVPD).

```
! RIJCOSX wB97M-V def2-TZVPD def2/J DEFGRID3
* xyz 0 1
C -3.031 -1.238 -1.278
C -2.071 -0.937 -0.720
C 0.857 0.552 0.338
Cl 1.690 -0.811 0.917
H 1.505 1.237 0.824
H -0.196 0.701 0.673
H 1.246 0.495 -0.754
*
```

## Properties
energy = -575.9325 hartree
LUMO (spin up / spin down) = -4.145 / -4.152 eV
HOMO energy (spin up / spin down) = -10.41 / -10.41 eV
orbital gap (spin up / spin down) = 0.2303 / 0.2300 Ha


Entry from the Open Molecules 2025 dataset: a cluster of 2 separate species, C5H13NOSi in total in a non-equilibrium geometry (ωB97M-V/def2-TZVPD).

```
! RIJCOSX wB97M-V def2-TZVPD def2/J DEFGRID3
* xyz 0 1
C 1.120 2.400 -1.788
C 0.773 1.955 -0.351
C 1.785 1.050 0.132
N 2.775 0.448 0.203
O 3.735 -0.227 0.443
H 2.285 2.417 -1.921
H 0.767 1.589 -2.526
H 0.522 3.233 -2.229
H -0.303 1.542 -0.394
H 0.747 2.955 0.180
C 0.366 -2.646 -0.927
C 0.078 -1.313 -0.310
Si -1.773 -0.930 0.013
H 0.176 -2.515 -2.060
H 1.491 -3.002 -0.724
H -0.150 -3.511 -0.485
H 0.594 -0.553 -0.713
H 0.454 -1.369 0.636
H -2.368 -2.259 0.088
H -2.340 -0.201 -1.135
H -1.974 -0.078 1.376
*
```

## Properties
energy = -617.6156 hartree
LUMO = 0.704 eV
HOMO energy = -9.52 eV
SMILES string = CCC#[N+][O-].CC[SiH3]
orbital gap = 0.3758 Ha


Computed energy above the lowest of the compared OMol25 structures with the same formula, charge and spin, in the same sequence as the records: 182.5 146.2 kcal per mole.